A molecular structure, C9H15N9O2STi. Source: OMol25; level of theory: wB97M-V/def2-TZVPD.

Total charge: +2
Spin multiplicity: 3
E: -2242.3171 Eh
Molar mass: 361.21 u
Relative energy (zero: lowest compared OMol25 entry of this formula, charge and spin): 0.000 eV
LUMO energy (spin up / spin down): -7.283 / -7.356 eV

Last column: Löwdin charge in e.
Geometry (Å):
Ti -0.180 -0.801 -0.187  0.828
C -0.638 3.269 -1.649  0.023
C -0.180 1.964 -1.103  -0.192
N -0.926 0.923 -1.025  -0.048
N -2.223 0.986 -1.493  0.036
C -3.074 -0.008 -1.120  -0.739
N -4.287 0.035 -1.633  0.165
S -2.608 -1.242 -0.034  0.782
C 1.219 1.717 -0.645  -0.188
C 2.240 2.613 -0.833  0.039
C 3.542 2.221 -0.515  0.014
C 3.758 0.961 -0.007  0.010
C 2.666 0.131 0.216  -0.056
N 1.421 0.497 -0.096  -0.010
H -1.606 3.537 -1.222  0.108
H -0.736 3.212 -2.739  0.123
H 0.053 4.076 -1.426  0.090
H -2.490 1.718 -2.132  0.158
H -4.582 0.736 -2.295  0.141
H -4.942 -0.694 -1.397  0.132
H 2.055 3.593 -1.248  0.126
H 4.369 2.899 -0.680  0.136
H 4.753 0.612 0.234  0.133
H 2.781 -0.856 0.640  0.121
N -0.335 -0.569 2.433  0.039
N 0.021 -1.850 2.913  0.029
C 0.264 -2.819 1.995  -0.415
N 0.136 -4.094 2.301  0.254
N 0.692 -2.351 0.823  0.014
N 0.140 -2.919 -0.368  -0.414
O -0.563 -3.928 -0.452  0.048
O 0.440 -2.048 -1.448  -0.152
H 0.247 0.123 2.891  0.117
H -1.304 -0.389 2.671  0.099
H -0.155 -2.075 3.879  0.168
H -0.275 -4.402 3.167  0.145
H 0.306 -4.782 1.583  0.137